[1]
74
Properties=species:S:1:pos:R:3 method="wB97M-V/def2-TZVPD" total_charge=+2 spin_multiplicity=5 homo_energy_ha="-0.4917 / -0.5331" molar_mass_g_mol=683.1 s_squared=6.02 relative_energy_ev=2.148
Pd -0.2164 0.2785 0.8318
S -0.1120 -0.8200 3.3295
P -0.0457 -0.1229 -1.6429
O -0.4206 -2.0676 0.2644
O -1.3316 -0.1680 2.8452
O 2.3466 1.8481 2.9843
O -0.0292 -2.2235 3.0802
N 1.0855 0.0083 2.5653
N -2.4743 1.3091 0.4147
N -0.0568 -4.2553 0.0963
N -0.3393 2.5677 1.7808
C 0.5677 -3.0924 -4.4025
C -1.7450 -0.0064 -2.2708
C 2.5986 -2.8259 -3.1590
C 0.3607 -0.3214 4.9781
C 2.4861 -1.6362 0.5073
C 1.7312 2.4600 -4.2596
C -0.0730 -0.7068 6.2254
C -1.5270 3.3349 1.3925
C 1.1864 1.3154 -3.7068
C 0.3589 -3.0244 0.3798
C 1.9140 3.5935 -3.4831
C 1.5695 3.5817 -2.1402
C 0.8155 1.3122 -2.3634
C -0.0597 -2.1512 -3.6056
C 1.9820 -1.8848 -2.3577
C 0.6517 -1.5255 -2.5801
C -2.7230 2.3812 1.3850
C 1.3884 0.6008 4.8086
C 2.0036 1.1697 5.9124
C -2.6368 -1.0467 -1.9927
C 1.8050 -2.9125 0.8118
C -4.3031 0.0227 -3.3528
C 1.5765 0.7816 7.1754
C -3.9040 -1.0379 -2.5481
C -2.1623 1.0764 -3.0445
C 0.5510 -0.1394 7.3335
C 1.6929 0.9039 3.3735
C -3.4386 1.0831 -3.5817
C 1.8973 -3.4258 -4.1944
C 1.0294 2.4407 -1.5759
H 2.3761 -3.7646 0.4272
H -2.3187 -1.8551 -1.3480
H -0.4585 2.2811 2.7536
H -2.5713 1.6659 -0.5345
H -1.3632 3.7607 0.3989
H -1.0891 -1.8948 -3.8032
H 1.0344 0.4343 -4.3129
H -5.2833 0.0193 -3.8052
H -2.8346 1.9279 2.3759
H -3.6408 2.9309 1.1444
H 0.7771 2.3982 -0.5178
H 1.7648 -3.0420 1.9080
H -4.5806 -1.8594 -2.3658
H 2.3776 -4.1558 -4.8270
H 0.0185 -3.5521 -5.2085
H -3.1437 0.5536 0.5440
H 1.7236 4.4631 -1.5401
H -1.4848 1.8943 -3.2438
H 2.5221 -1.4561 -1.5122
H -3.7537 1.9150 -4.1920
H -1.7120 4.1605 2.0931
H 3.6287 -3.0873 -2.9835
H 2.0505 1.1992 8.0493
H 3.5275 -1.5596 0.7672
H -0.8726 -1.4204 6.3316
H -1.0307 -4.4217 -0.1118
H 0.5138 3.1280 1.7276
H 2.0077 2.4661 -5.3016
H 2.7909 1.8929 5.7799
H 2.3325 4.4823 -3.9249
H 1.9198 -0.7050 0.4845
H 0.2313 -0.4201 8.3249
H 0.5401 -5.0572 0.2117



[2]
9
Properties=species:S:1:pos:R:3 method="wB97M-V/def2-TZVPD" homo_energy_ha="-0.3419 / -0.3133" molar_mass_g_mol=135.1 relative_energy_ev=6.276
S -1.0568 0.6152 0.0568
O -0.5892 -0.5182 1.1212
O -2.4595 0.8436 -0.1181
O -0.6241 -0.5374 -1.0118
O -0.1034 1.6462 0.0620
N 1.4558 -1.3703 -0.0265
C 1.7782 -0.2277 -0.0510
C -0.0610 -1.2412 0.0359
H 1.6600 0.7898 -0.0684